No. 1
{
  "formula": "C36H55BN7O6P",
  "method": "wB97M-V/def2-TZVPD",
  "orbital_gap_ev": 8.1,
  "smiles": "CCOCCCCC[C@H]1OC(=O)O[C@]1(B(O)CC)P(N)O.c1cc[nH]c1.c1cc[nH]c1.c1cc[nH]c1.c1cc[nH]c1.c1cc[nH]c1.c1cc[nH]c1",
  "fmax_ev_per_a": 1.21,
  "e_tot_ev": -70905.9588,
  "species": ["C", "C", "O", "C", "C", "C", "C", "C", "C", "O", "C", "O", "O", "C", "B", "O", "C", "C", "P", "N", "O", "H", "H", "H", "H", "H", "H", "H", "H", "H", "H", "H", "H", "H", "H", "H", "H", "H", "H", "H", "H", "H", "H", "H", "H", "H", "C", "C", "C", "N", "C", "H", "H", "H", "H", "H", "C", "C", "C", "N", "C", "H", "H", "H", "H", "H", "C", "C", "C", "N", "C", "H", "H", "H", "H", "H", "C", "C", "C", "N", "C", "H", "H", "H", "H", "H", "C", "C", "C", "N", "C", "H", "H", "H", "H", "H", "C", "C", "C", "N", "C", "H", "H", "H", "H", "H"],
  "xyz": [[-2.3886, 2.4048, -6.1531], [-2.8379, 2.7598, -4.7379], [-4.1617, 3.3035, -4.7285], [-5.2051, 2.3713, -4.4761], [-5.6341, 2.3662, -3.0160], [-4.6474, 1.7480, -2.0267], [-4.6552, 0.2201, -2.0768], [-3.5055, -0.4400, -1.2984], [-2.4948, -1.1009, -2.2147], [-2.0761, -0.1143, -3.1987], [-0.9948, 0.4910, -2.6453], [-0.7284, 1.6320, -2.7451], [-0.2525, -0.4306, -2.0069], [-1.1280, -1.5499, -1.6249], [-0.9053, -1.7110, -0.0276], [-1.7985, -1.1349, 0.8198], [0.3621, -2.4401, 0.5414], [1.5739, -1.4835, 0.6221], [-0.5819, -3.1085, -2.5401], [-0.6631, -2.6726, -4.1891], [1.0466, -2.9039, -2.3557], [-2.6371, 1.3693, -6.4002], [-1.3048, 2.5073, -6.2456], [-2.8767, 3.0535, -6.8835], [-2.1757, 3.4949, -4.2755], [-2.8031, 1.8713, -4.1029], [-4.9060, 1.3752, -4.8276], [-6.0575, 2.6846, -5.0863], [-5.8333, 3.4056, -2.7376], [-6.5827, 1.8165, -2.9568], [-4.9456, 2.0597, -1.0193], [-3.6343, 2.1395, -2.1670], [-4.6633, -0.1199, -3.1196], [-5.6021, -0.1246, -1.6481], [-3.9164, -1.2059, -0.6364], [-3.0149, 0.2840, -0.6449], [-3.0020, -1.8970, -2.7703], [-1.5742, -1.2979, 1.7462], [0.6528, -3.2970, -0.0691], [0.1565, -2.8406, 1.5431], [2.0497, -1.3772, -0.3530], [2.3224, -1.8773, 1.3149], [1.2942, -0.4880, 0.9779], [-1.5952, -2.7636, -4.5813], [-0.3410, -1.7237, -4.3672], [1.4984, -3.1441, -3.1758], [1.7283, -5.5978, 3.2412], [0.6036, -6.4411, 3.4570], [0.0685, -6.7268, 2.2292], [0.8230, -6.0873, 1.2836], [1.8379, -5.4006, 1.8912], [2.3822, -5.1836, 3.9915], [0.2310, -6.7945, 4.4039], [-0.7811, -7.3265, 1.9510], [0.6538, -6.1125, 0.2945], [2.5442, -4.8272, 1.3146], [2.0687, -2.9108, 6.1705], [2.2456, -2.1219, 7.3401], [2.9292, -0.9909, 6.9726], [3.1693, -1.0688, 5.6290], [2.6497, -2.2326, 5.1324], [1.5729, -3.8646, 6.0999], [1.9033, -2.3570, 8.3348], [3.2574, -0.1440, 7.5517], [3.6572, -0.3774, 5.0893], [2.7362, -2.4806, 4.0879], [-3.2597, 8.2535, -5.5022], [-2.3631, 7.6350, -6.4141], [-2.5843, 6.2805, -6.3416], [-3.5738, 6.0602, -5.4269], [-3.9884, 7.2524, -4.9113], [-3.3558, 9.3077, -5.3029], [-1.6401, 8.1244, -7.0463], [-2.1184, 5.4591, -6.8613], [-3.9365, 5.1480, -5.1732], [-4.7670, 7.2935, -4.1686], [5.4179, -1.6934, 11.7756], [4.2999, -2.5355, 12.0274], [3.7181, -2.8099, 10.8179], [4.4412, -2.1722, 9.8483], [5.4787, -1.4928, 10.4220], [6.0992, -1.2863, 12.5040], [3.9622, -2.8955, 12.9848], [2.8572, -3.4067, 10.5686], [4.2372, -2.2022, 8.8626], [6.1730, -0.9327, 9.8193], [-2.0423, 6.9049, -11.5988], [-2.9945, 7.9529, -11.7212], [-3.5964, 8.0992, -10.4981], [-3.0470, 7.1849, -9.6459], [-2.1011, 6.4533, -10.3056], [-1.3898, 6.5284, -12.3689], [-3.2103, 8.5325, -12.6033], [-4.3640, 8.7766, -10.1648], [-3.2957, 7.0665, -8.6764], [-1.5481, 5.6776, -9.8033], [6.8434, -4.2506, 7.3784], [6.8560, -4.1639, 8.7988], [8.0730, -4.6266, 9.2213], [8.7949, -4.9853, 8.1146], [8.0537, -4.7592, 6.9873], [6.0355, -3.9740, 6.7198], [6.0666, -3.8037, 9.4332], [8.4840, -4.7259, 10.2113], [9.7253, -5.3597, 8.1280], [8.4462, -4.9796, 6.0094]],
  "forces_ev_per_angstrom": [[0.05, -0.12, 0.09], [0.00, -0.26, 0.03], [0.04, -0.01, 0.10], [-0.06, 0.05, -0.13], [0.06, 0.00, -0.04], [-0.04, 0.02, 0.13], [-0.14, -0.07, 0.01], [-0.28, -0.11, 0.14], [0.01, 0.01, -0.14], [-0.29, -0.02, 0.46], [0.03, -1.00, -0.26], [0.47, 1.07, -0.29], [-0.17, 0.06, 0.64], [0.12, -0.04, -0.27], [0.09, -0.10, -0.04], [0.02, -0.12, 0.07], [0.12, -0.08, 0.12], [0.08, -0.04, 0.05], [-0.13, 0.07, -0.13], [-0.22, 0.31, 0.21], [0.00, -0.07, -0.11], [-0.08, 0.08, -0.05], [-0.06, 0.01, -0.03], [0.11, 0.03, 0.04], [-0.12, 0.07, -0.12], [-0.02, 0.24, -0.13], [0.00, 0.05, 0.07], [0.08, -0.03, -0.01], [-0.06, -0.08, -0.02], [0.02, 0.11, 0.06], [0.10, -0.05, -0.02], [-0.09, -0.02, -0.10], [0.10, 0.02, 0.08], [0.01, 0.05, -0.10], [0.18, 0.00, 0.01], [0.00, 0.02, -0.10], [0.17, -0.02, 0.01], [-0.01, 0.07, -0.13], [-0.03, 0.00, 0.09], [-0.06, 0.07, -0.05], [-0.10, 0.08, 0.02], [-0.04, 0.00, -0.06], [0.01, -0.05, -0.03], [0.17, -0.22, -0.08], [0.04, -0.04, -0.06], [-0.03, 0.00, 0.11], [0.02, 0.04, 0.06], [-0.01, 0.02, -0.01], [-0.02, 0.04, -0.01], [0.01, -0.01, -0.01], [-0.01, 0.04, -0.06], [0.01, -0.03, 0.00], [0.01, -0.01, 0.00], [0.00, 0.00, 0.01], [0.01, -0.01, 0.01], [0.01, -0.01, 0.00], [0.02, 0.00, -0.01], [0.00, -0.04, 0.00], [0.02, -0.01, 0.00], [0.01, 0.01, -0.01], [0.00, 0.00, -0.03], [-0.01, 0.01, 0.00], [-0.04, 0.04, -0.01], [-0.02, 0.01, 0.00], [0.00, -0.01, 0.01], [-0.01, -0.01, 0.00], [-0.01, 0.00, -0.01], [0.01, 0.00, 0.01], [-0.04, -0.01, -0.01], [-0.01, -0.01, -0.02], [0.00, -0.01, 0.00], [0.00, 0.00, 0.00], [0.01, 0.00, 0.01], [0.04, 0.01, 0.02], [-0.02, 0.00, 0.02], [0.00, 0.01, 0.00], [0.02, -0.03, 0.01], [0.01, 0.01, 0.01], [0.00, -0.03, -0.03], [-0.07, 0.13, 0.05], [-0.07, 0.10, -0.02], [0.00, -0.01, 0.00], [0.00, 0.00, 0.00], [0.01, -0.01, 0.00], [-0.02, 0.00, 0.01], [0.02, -0.01, 0.02], [0.00, 0.01, 0.00], [0.01, 0.00, 0.00], [0.00, -0.01, 0.00], [-0.08, -0.04, -0.03], [0.00, 0.00, 0.01], [0.00, 0.00, 0.00], [0.00, 0.00, 0.00], [0.00, 0.00, -0.01], [0.07, 0.07, 0.02], [0.00, 0.00, -0.01], [-0.02, 0.03, 0.00], [0.07, -0.11, -0.05], [0.03, 0.01, -0.03], [0.01, 0.00, 0.00], [0.01, 0.00, 0.01], [0.00, -0.01, 0.00], [0.05, -0.09, 0.02], [-0.01, 0.00, 0.00], [-0.02, 0.01, 0.00], [-0.01, 0.00, 0.00]]
}

---

No. 2
{
  "formula": "C36H55IN19OP2",
  "method": "wB97M-V/def2-TZVPD",
  "orbital_gap_ev": 8.5,
  "charge": 1,
  "de_lowest_ev": 0.0000,
  "fmax_ev_per_a": 2.05,
  "e_tot_ev": -95251.5465,
  "species": ["N", "P", "N", "C", "N", "C", "C", "C", "C", "C", "C", "N", "C", "N", "P", "O", "I", "H", "H", "H", "H", "H", "H", "H", "H", "H", "H", "H", "H", "H", "C", "C", "N", "H", "H", "H", "C", "C", "N", "H", "H", "H", "C", "C", "N", "H", "H", "H", "C", "C", "N", "H", "H", "H", "C", "C", "N", "H", "H", "H", "C", "C", "N", "H", "H", "H", "C", "C", "N", "H", "H", "H", "C", "C", "N", "H", "H", "H", "C", "C", "N", "H", "H", "H", "C", "C", "N", "H", "H", "H", "C", "C", "N", "H", "H", "H", "C", "C", "N", "H", "H", "H", "C", "C", "N", "H", "H", "H", "C", "C", "N", "H", "H", "H"],
  "xyz": [[1.2426, -1.8943, -0.5272], [1.2622, -0.3766, -0.1780], [0.1568, 0.1102, 1.1427], [0.6634, 0.6975, 2.1963], [0.0093, 1.1313, 3.2968], [0.8694, 2.1381, 4.0003], [1.8309, 2.4218, 2.8457], [3.0304, 3.2981, 3.0115], [3.0898, 4.2697, 3.9749], [4.2041, 5.0616, 4.0330], [5.1922, 4.8477, 3.1144], [5.1877, 3.9168, 2.1788], [4.1037, 3.1773, 2.1570], [2.0458, 1.0275, 2.3792], [-1.6377, -0.1094, 1.1530], [-2.1650, 1.3099, 0.5395], [-2.3078, -1.6868, -0.5459], [0.6011, -2.4081, 0.0683], [0.8790, 0.4780, -1.2393], [2.5641, 0.0076, 0.1931], [-0.9672, 1.4152, 3.2059], [1.2732, 1.6369, 4.8793], [0.3047, 3.0134, 4.3136], [1.1916, 2.8375, 2.0550], [2.2568, 4.4040, 4.6517], [4.2758, 5.8467, 4.7676], [6.0584, 5.4991, 3.1504], [4.0423, 2.4169, 1.3871], [2.2552, 0.4371, 3.1899], [-2.2493, 1.9326, 1.2827], [7.3761, 1.0311, 1.9224], [6.0884, 0.3592, 2.0472], [5.0621, -0.1444, 2.1447], [7.5541, 1.2991, 0.8759], [7.3797, 1.9367, 2.5239], [8.1716, 0.3718, 2.2678], [-4.2937, 4.3911, 2.8933], [-3.5403, 3.1846, 3.2121], [-2.9552, 2.2284, 3.4678], [-4.9530, 4.6372, 3.7255], [-3.6057, 5.2169, 2.7205], [-4.8932, 4.2281, 1.9985], [-5.7606, -0.0959, -0.3364], [-6.5733, 1.0639, 0.0218], [-7.2110, 1.9739, 0.3092], [-5.0795, 0.1686, -1.1435], [-5.1811, -0.4144, 0.5296], [-6.3976, -0.9244, -0.6657], [-3.1223, -4.1666, -4.1729], [-3.9246, -3.0054, -3.7989], [-4.5763, -2.1026, -3.5240], [-2.4436, -3.9108, -4.9843], [-2.5403, -4.5108, -3.3194], [-3.7855, -4.9666, -4.4978], [-7.7817, 1.5179, 3.8107], [-7.1157, 2.5073, 4.6551], [-6.5982, 3.2919, 5.3129], [-7.7919, 1.8610, 2.7766], [-7.2531, 0.5682, 3.8679], [-8.8058, 1.3779, 4.1509], [-7.4437, -5.2532, -3.3539], [-6.4389, -5.9492, -4.1530], [-5.6356, -6.4887, -4.7733], [-8.2235, -5.9549, -3.0555], [-6.9773, -4.8412, -2.4610], [-7.8816, -4.4409, -3.9320], [-6.0707, -4.4839, -8.1585], [-7.4392, -4.1224, -7.7975], [-8.5105, -3.8372, -7.5053], [-5.6424, -5.1114, -7.3777], [-6.0643, -5.0311, -9.0988], [-5.4660, -3.5855, -8.2668], [7.6931, 2.9787, 5.9963], [8.7554, 2.4519, 5.1421], [9.5884, 2.0382, 4.4716], [7.0159, 2.1751, 6.2790], [8.1251, 3.4141, 6.8949], [7.1348, 3.7445, 5.4604], [-8.0194, -9.4043, -2.5333], [-8.7429, -8.2244, -2.0732], [-9.3180, -7.2902, -1.7370], [-7.4386, -9.1545, -3.4205], [-7.3450, -9.7541, -1.7559], [-8.7239, -10.1963, -2.7809], [-4.0765, -9.8783, -3.4389], [-4.6846, -9.9538, -2.1121], [-5.1654, -10.0114, -1.0729], [-3.2517, -10.5847, -3.5056], [-4.8168, -10.1207, -4.1987], [-3.7035, -8.8717, -3.6164], [10.1849, 2.3897, -1.3712], [8.7924, 2.5584, -0.9658], [7.6995, 2.6922, -0.6409], [10.7237, 1.8201, -0.6159], [10.2326, 1.8585, -2.3194], [10.6661, 3.3600, -1.4774], [10.8315, 6.4886, -0.2296], [11.9165, 5.6945, -0.8005], [12.7696, 5.0756, -1.2512], [9.8713, 6.0570, -0.5093], [10.9129, 6.5009, 0.8557], [10.8857, 7.5085, -0.6049], [-7.6005, -3.6991, 1.5747], [-7.4103, -3.2056, 0.2131], [-7.2702, -2.8252, -0.8604], [-7.5311, -2.8727, 2.2796], [-8.5810, -4.1624, 1.6627], [-6.8353, -4.4360, 1.8098], [10.6683, 7.9607, -4.4864], [10.5629, 8.6214, -3.1877], [10.4805, 9.1428, -2.1696], [9.9221, 7.1723, -4.5604], [10.5033, 8.6846, -5.2815], [11.6599, 7.5264, -4.5979]],
  "forces_ev_per_angstrom": [[-0.58, 0.84, 0.73], [0.70, -1.72, -0.87], [0.78, 0.08, -1.15], [0.25, 0.50, 1.92], [-0.78, 0.96, -1.05], [-0.45, -0.07, -0.28], [-0.04, -0.10, 0.44], [-0.17, -0.67, 0.23], [-0.82, -0.11, 0.49], [-0.41, 0.44, 0.53], [1.40, 0.93, 0.14], [0.06, 0.11, 0.01], [-0.32, -1.15, -1.12], [-0.61, -0.55, -1.05], [-1.14, -0.13, 1.02], [0.66, -0.33, -0.17], [0.39, 0.46, -0.14], [0.15, -0.44, -0.36], [-0.09, 0.21, 0.42], [-0.44, 0.62, 0.11], [-0.22, -0.57, 0.51], [0.48, 0.27, -0.02], [-0.33, -0.20, 0.00], [0.15, 0.37, 0.04], [0.04, 0.11, 0.19], [0.14, 0.11, 0.04], [0.15, -0.06, -0.12], [0.20, -0.09, -0.04], [1.04, 0.07, -0.19], [-0.35, -0.01, -0.06], [0.07, -0.27, -0.13], [0.22, 0.20, -0.02], [-0.28, -0.09, 0.05], [-0.18, -0.10, 0.43], [-0.01, 0.04, -0.05], [-0.02, 0.02, 0.07], [-0.03, 0.02, 0.06], [-0.22, 0.12, 0.05], [0.40, 0.05, -0.34], [-0.01, -0.08, 0.03], [0.02, -0.01, 0.00], [-0.01, -0.05, 0.01], [-0.17, 0.08, -0.09], [0.11, -0.18, -0.07], [0.02, 0.09, 0.15], [-0.01, -0.02, -0.02], [-0.01, 0.00, 0.01], [0.21, 0.32, 0.02], [-0.03, 0.02, 0.00], [0.11, -0.22, -0.15], [-0.01, 0.19, 0.20], [0.00, 0.04, 0.01], [0.01, 0.00, 0.00], [0.02, -0.05, 0.00], [0.01, 0.10, 0.04], [-0.13, -0.15, -0.12], [0.17, 0.09, -0.05], [-0.01, -0.01, -0.01], [0.01, 0.00, 0.02], [0.00, 0.00, 0.00], [0.04, -0.08, -0.13], [-0.14, 0.16, 0.08], [0.06, -0.06, -0.01], [0.10, 0.21, -0.07], [-0.02, 0.04, -0.02], [0.04, 0.00, -0.03], [-0.03, -0.01, 0.06], [0.17, -0.03, -0.03], [-0.09, 0.01, 0.06], [-0.01, -0.02, 0.00], [-0.01, 0.00, 0.00], [-0.02, 0.02, -0.01], [0.08, -0.04, -0.06], [-0.11, 0.07, 0.13], [0.02, -0.03, -0.10], [0.00, 0.00, 0.01], [-0.01, 0.00, 0.01], [-0.01, 0.00, 0.00], [-0.11, -0.02, 0.05], [-0.03, -0.22, -0.08], [-0.04, -0.03, 0.16], [-0.01, 0.03, 0.00], [-0.05, 0.02, 0.01], [-0.03, 0.03, -0.02], [-0.02, 0.00, 0.12], [0.22, 0.00, -0.20], [0.01, 0.01, 0.12], [0.00, -0.02, 0.00], [0.01, 0.02, -0.02], [-0.04, 0.02, -0.03], [-0.05, 0.00, 0.05], [0.16, 0.07, -0.12], [0.02, 0.15, -0.26], [-0.01, 0.00, 0.01], [0.00, 0.01, -0.01], [0.03, -0.02, -0.03], [0.09, -0.04, 0.05], [-0.23, 0.25, 0.17], [0.11, -0.20, -0.15], [-0.01, 0.02, 0.00], [0.01, -0.04, 0.00], [-0.03, -0.02, 0.02], [0.01, 0.03, -0.09], [-0.12, -0.19, 0.12], [-0.03, -0.15, 0.03], [-0.01, 0.00, 0.01], [-0.01, -0.01, -0.01], [-0.01, -0.01, 0.00], [0.02, 0.05, 0.09], [0.01, -0.02, -0.19], [-0.02, 0.01, 0.03], [0.00, 0.00, -0.01], [0.00, 0.00, -0.01], [0.00, 0.00, 0.00]]
}

---

Q: Which formula does entry 2 have?
A: C36H55IN19OP2